{
  "formula": "C25H47ClF2N5O11P3S3",
  "method": "wB97M-V/def2-TZVPD",
  "homo_lumo_gap_ev": 6.61,
  "e_homo_ev": -8.7,
  "symbols": ["C", "C", "O", "P", "O", "C", "C", "C", "N", "C", "C", "C", "O", "C", "C", "C", "O", "P", "S", "N", "P", "O", "Cl", "C", "N", "C", "N", "C", "C", "C", "O", "C", "C", "C", "C", "C", "C", "C", "O", "C", "C", "H", "H", "H", "H", "H", "H", "H", "H", "H", "H", "H", "H", "H", "H", "H", "H", "H", "H", "H", "H", "H", "H", "H", "H", "H", "H", "H", "H", "H", "H", "H", "H", "H", "H", "H", "H", "H", "H", "H", "H", "H", "H", "H", "H", "H", "H", "H", "N", "S", "O", "O", "F", "S", "O", "O", "F"],
  "coordinates": [[-5.41569, 4.24555, 2.80361], [-4.70686, 2.76735, 2.78580], [-5.60617, 1.63670, 3.06030], [-6.24262, 0.92396, 1.60154], [-6.90301, 2.14198, 0.77649], [-4.85608, 0.23887, 0.41597], [-3.77812, -0.74426, 1.23480], [-2.45169, 0.07762, 1.69732], [-1.12112, -0.47447, 1.36408], [-0.92228, -1.93886, 1.49454], [-0.48204, -2.74135, 0.11910], [0.47438, -1.87285, -0.89580], [0.34090, -2.53506, -2.23608], [1.43522, -2.13909, -3.13137], [1.03934, -2.24838, -4.75325], [0.61815, -3.79371, -5.16710], [0.07979, -1.22240, -5.18688], [2.28299, -1.93571, -0.29041], [2.60141, -1.19597, 1.47716], [-0.12000, -0.49932, -1.03855], [-1.45895, -0.39201, -2.19008], [-2.78151, -1.50267, -1.78236], [-2.43370, 1.54125, -2.09819], [-0.36305, 0.20613, 0.27018], [0.21199, 1.47977, 0.39309], [0.97456, 2.03867, -0.82752], [2.34902, 1.35881, -1.00126], [0.08011, 2.32015, 1.64087], [1.42990, 3.09850, 2.13148], [1.44332, 4.69989, 1.64655], [2.69932, 2.40114, 1.85914], [3.82960, 2.99116, 2.59289], [4.99077, 3.35842, 1.45480], [5.59026, 4.87332, 1.20028], [6.70742, 5.02636, -0.02281], [7.22333, 3.76576, -0.95600], [6.62678, 2.25291, -0.65327], [5.50873, 2.07448, 0.53687], [-7.51552, -0.24325, 1.85019], [-8.28947, -0.21716, 0.57245], [-9.13602, -1.63516, 0.32941], [-6.58423, 4.23715, 2.86796], [-5.01884, 4.96664, 3.65731], [-5.15176, 4.78244, 1.77131], [-4.17473, 2.65887, 1.73125], [-3.88161, 2.74899, 3.64253], [-4.33963, 1.19270, -0.02381], [-5.33851, -0.34684, -0.48005], [-4.36346, -1.03394, 2.23489], [-3.58436, -1.76353, 0.68444], [-2.55606, 1.17600, 1.24131], [-2.51719, 0.23976, 2.87849], [-0.01957, -2.11301, 2.25774], [-1.81635, -2.55969, 1.95565], [-1.41122, -3.25641, -0.42231], [0.18623, -3.65872, 0.49014], [2.41215, -2.81807, -3.03175], [1.70076, -0.99206, -2.96573], [2.07345, -2.04519, -5.31434], [-0.42047, -3.72012, -5.70279], [0.62514, -4.45029, -4.19477], [1.40579, -4.28805, -5.91416], [0.26594, -1.11595, -6.18239], [2.66720, -3.34834, -0.26411], [3.23357, -1.26418, -1.18958], [-3.33839, -1.69255, -2.59571], [0.35913, 1.97299, -1.82196], [1.23549, 3.19561, -0.69060], [3.06611, 2.09210, -0.80875], [2.41870, 1.08416, -2.02671], [-0.32537, 1.72082, 2.58918], [-0.76337, 3.13173, 1.41638], [1.35681, 3.16703, 3.32204], [2.15435, 4.89566, 0.73930], [1.66852, 5.37999, 2.59273], [0.35301, 5.00243, 1.29834], [3.55679, 3.89694, 3.28262], [4.28538, 2.15687, 3.28228], [5.20939, 5.78872, 1.85850], [7.17104, 6.07870, -0.25144], [8.00173, 3.85476, -1.83474], [6.97346, 1.29923, -1.26430], [5.04766, 0.99514, 0.73358], [-7.56205, -0.11818, -0.35405], [-9.04961, 0.68101, 0.51116], [-8.31927, -2.49467, 0.20172], [-9.88209, -1.87299, 1.21910], [-9.72784, -1.53447, -0.69305], [5.38563, -6.76886, 0.54891], [4.29228, -6.16224, -0.40147], [3.66132, -7.06175, -1.36151], [4.46293, -4.78106, -0.83642], [3.09645, -5.98337, 0.65048], [6.69690, -7.13226, -0.23827], [7.61541, -7.98955, 0.51002], [7.35410, -6.08228, -1.00722], [6.19978, -8.13484, -1.37537]],
  "atomic_forces_ev_per_a": [[-0.076, 0.933, -0.729], [1.139, 1.449, -0.024], [-0.382, -1.679, -2.416], [-3.204, 5.284, -3.111], [2.598, -4.189, 2.877], [0.919, -0.877, 0.463], [-1.274, -0.156, 0.813], [-1.512, 2.025, 1.213], [0.965, 1.376, -3.215], [1.745, -2.499, 0.464], [0.740, -1.359, 0.588], [-2.161, -2.215, -0.962], [1.394, 1.469, 1.257], [0.676, 1.022, -2.356], [1.710, -1.030, 0.076], [0.329, 0.330, 0.032], [1.530, -1.117, -1.386], [1.694, -0.059, 0.643], [-0.605, 0.187, 0.301], [-1.175, 1.558, 3.177], [-1.331, -1.878, -2.437], [1.107, 1.466, -0.444], [0.636, -0.805, 1.050], [0.896, 0.454, 1.344], [-1.525, -3.017, -0.572], [1.716, 1.403, -1.238], [-1.666, 1.088, -1.386], [-0.818, 0.637, 1.214], [0.388, 1.477, 1.316], [-0.902, -0.141, 0.149], [-1.329, 1.548, 0.790], [1.856, -0.179, -0.498], [2.120, 0.547, -2.350], [1.082, -4.030, -2.515], [-1.065, -3.127, 0.337], [-3.034, -1.180, 3.281], [-1.687, 3.352, 2.525], [1.549, 3.143, -0.943], [2.276, 1.818, -1.065], [-1.550, -0.727, -2.048], [1.028, 0.258, 0.224], [2.326, -0.376, -0.122], [-0.696, -1.824, -1.648], [-0.636, -1.193, 2.257], [-1.122, 0.061, 2.246], [-1.780, -0.214, -1.884], [-1.082, -1.821, 0.870], [0.697, 1.240, 1.936], [1.455, 0.416, -2.095], [-0.176, 2.316, 0.836], [0.470, -2.408, 0.904], [0.195, -0.447, -2.482], [-1.912, 0.580, -1.702], [1.474, 1.923, -1.067], [2.109, 1.671, 0.803], [-1.456, 1.938, -0.738], [-2.227, 1.349, 0.125], [-0.497, -2.406, -0.237], [-2.043, -0.250, 1.427], [1.908, -0.444, 1.239], [-0.400, 1.167, -2.018], [-1.734, 1.283, 1.629], [-0.549, -0.202, 2.301], [-0.652, 0.947, -0.749], [-1.328, -0.843, 0.282], [1.223, 0.541, 1.111], [0.904, -0.107, 2.327], [-1.252, -2.580, 0.318], [-0.593, -1.047, -0.130], [-0.012, 0.599, 1.773], [0.989, 0.724, -2.562], [1.933, -1.612, 0.475], [-0.238, -0.289, -2.491], [-1.096, -0.371, 1.929], [-0.160, -1.388, -2.262], [2.202, -0.627, 0.720], [0.394, -1.556, -1.595], [-0.959, 1.527, -1.361], [1.060, -2.207, -1.698], [-1.081, -2.280, 0.562], [-1.751, 0.145, 2.124], [-0.785, 2.341, 1.426], [1.050, 2.610, -0.354], [-1.479, -0.116, 1.969], [1.844, -1.720, 0.510], [-2.009, 1.704, 0.406], [1.689, 0.509, -1.954], [1.243, -0.108, 2.249], [-0.079, 0.126, -0.514], [-3.139, 0.869, -1.813], [1.384, 0.979, 1.158], [0.344, -1.116, 0.431], [0.477, -0.145, 0.528], [4.657, -1.430, -0.913], [-2.025, 1.494, -0.185], [-1.567, -0.712, 1.095], [-0.305, 0.220, 0.171]],
  "mulliken_charge": [-0.973, 0.158, -0.473, 1.089, -0.716, -0.358, -0.506, -0.287, 0.696, -0.675, -0.483, -0.132, -0.392, -0.396, 0.135, -0.978, -0.514, 0.561, -0.426, 1.296, 0.297, -0.506, -0.297, -2.154, 0.992, -0.642, -0.319, -0.592, -0.027, -0.998, -0.133, -0.628, 0.424, -0.418, -0.351, -0.357, -0.401, -0.281, -0.423, -0.186, -0.966, 0.256, 0.281, 0.249, -0.114, 0.330, 0.105, 0.333, 0.398, 0.286, -0.157, 0.311, 0.420, 0.405, 0.234, 0.366, 0.303, 0.049, 0.354, 0.279, 0.252, 0.294, 0.332, 0.063, 0.103, 0.315, 0.412, 0.212, 0.279, 0.216, 0.207, 0.131, 0.490, 0.296, 0.291, 0.312, 0.377, 0.274, 0.268, 0.275, 0.295, 0.311, 0.302, 0.217, 0.281, 0.240, 0.275, 0.313, -0.327, 1.182, -0.610, -0.587, -0.294, 1.112, -0.635, -0.564, -0.254]
}

{
  "formula": "C31H59CsN3OSSi3",
  "method": "wB97M-V/def2-TZVPD",
  "relative_energy_kcal_mol": 8.6,
  "total_charge": -1,
  "homo_lumo_gap_ev": 5.55,
  "e_homo_ev": -3.6,
  "symbols": ["Cs", "C", "C", "C", "C", "C", "C", "C", "C", "C", "H", "H", "H", "H", "H", "H", "H", "H", "H", "H", "H", "H", "C", "O", "Si", "C", "C", "C", "Si", "C", "C", "C", "Si", "C", "C", "C", "H", "H", "H", "H", "H", "H", "H", "H", "H", "H", "H", "H", "H", "H", "H", "H", "H", "H", "H", "H", "H", "H", "H", "H", "H", "H", "H", "C", "N", "C", "C", "C", "C", "C", "C", "C", "C", "H", "H", "H", "H", "H", "H", "H", "H", "H", "H", "H", "H", "C", "N", "C", "S", "N", "C", "H", "H", "H", "H", "H", "H", "H", "H"],
  "coordinates": [[0.34580, 0.96178, -0.02704], [0.61454, 3.27031, 4.40511], [1.46014, 3.10079, 3.17107], [1.24389, 3.89838, 2.04874], [2.05268, 3.79855, 0.92176], [1.79181, 4.62318, -0.30872], [3.10804, 2.89194, 0.94019], [3.34227, 2.07099, 2.03772], [4.49408, 1.10183, 2.05016], [2.49773, 2.17547, 3.14138], [-0.40711, 3.55414, 4.15366], [1.03419, 4.05307, 5.04244], [0.57398, 2.34959, 4.98735], [0.41523, 4.59915, 2.05006], [0.74937, 4.94255, -0.35443], [2.01255, 4.04349, -1.20572], [2.41746, 5.51916, -0.31952], [3.72827, 2.78984, 0.05512], [5.39154, 1.58141, 2.45034], [4.72071, 0.74820, 1.04418], [4.27326, 0.23308, 2.66870], [2.65274, 1.52184, 3.99397], [-2.43088, 3.84552, 0.55656], [-2.06764, 2.49020, 0.54820], [-3.11313, 1.22261, 0.10565], [-3.18126, 1.32916, -1.77930], [-4.82983, 1.76791, 0.68694], [-2.48904, -0.31741, 0.78391], [-2.53591, -0.40706, 2.59725], [-4.18921, -1.01112, 3.31081], [-1.23668, -1.53271, 3.38723], [-2.21384, 1.26525, 3.42027], [-2.88840, -1.80426, -0.15652], [-2.50483, -3.43449, 0.73958], [-4.72256, -2.02229, -0.59707], [-1.97159, -1.89761, -1.81726], [-3.37448, 4.01502, 1.08614], [-2.53474, 4.24771, -0.45869], [-1.65061, 4.41542, 1.06687], [-3.53527, 2.32410, -2.06878], [-3.88188, 0.60339, -2.20028], [-2.20930, 1.17844, -2.25917], [-5.19118, 2.66881, 0.18178], [-4.85486, 1.94514, 1.76557], [-5.53753, 0.96118, 0.47515], [-4.43607, -2.00817, 2.93393], [-5.00140, -0.34025, 3.01691], [-4.16888, -1.06309, 4.40450], [-1.43189, -2.59132, 3.20320], [-1.23801, -1.38180, 4.47211], [-0.23018, -1.31184, 3.01907], [-2.92805, 2.03970, 3.13372], [-1.21884, 1.62426, 3.14372], [-2.24599, 1.15292, 4.50902], [-3.22132, -3.59247, 1.55063], [-1.50700, -3.49359, 1.17630], [-2.61845, -4.26794, 0.03782], [-5.31041, -2.03768, 0.32594], [-4.91323, -2.95603, -1.13645], [-5.09836, -1.19951, -1.21133], [-0.88246, -1.81784, -1.70577], [-2.25817, -1.07264, -2.47056], [-2.19079, -2.82743, -2.35339], [3.60563, -2.64708, -2.99830], [3.33572, -1.28686, -3.40439], [4.22695, -0.37519, -2.70921], [1.92929, -0.95016, -3.16359], [1.52262, 0.40449, -3.70948], [1.18359, 0.45360, -5.06434], [0.80395, 1.64890, -5.65704], [0.77132, 2.79454, -4.87213], [1.12213, 2.71739, -3.52642], [1.51432, 1.53626, -2.86316], [4.64445, -2.90363, -3.22079], [2.95922, -3.33521, -3.54944], [3.44603, -2.80664, -1.91490], [5.26187, -0.60668, -2.97403], [4.11721, -0.45419, -1.61170], [3.99739, 0.65104, -2.98732], [1.72064, -0.98774, -2.07632], [1.33394, -1.74085, -3.63541], [1.21548, -0.45483, -5.66249], [0.53141, 1.68404, -6.70606], [0.46872, 3.74263, -5.30938], [1.07112, 3.65241, -2.96577], [0.61391, -4.21665, -1.01287], [0.87455, -3.27086, 0.06135], [2.04525, -3.09166, 0.68476], [2.42137, -1.68422, 1.51920], [2.95478, -4.10812, 0.63514], [2.60971, -5.52199, 0.70727], [-0.17148, -3.80364, -1.64025], [0.27863, -5.18522, -0.64041], [1.50880, -4.34610, -1.62071], [0.21780, -2.51319, 0.17750], [3.80137, -3.84373, 1.11026], [2.55925, -5.99344, -0.27433], [1.65552, -5.66544, 1.21673], [3.37857, -6.02887, 1.28730]],
  "atomic_forces_ev_per_a": [[0.565, -0.049, 0.115], [0.010, 0.010, -0.011], [0.005, 0.017, -0.019], [0.004, -0.030, 0.018], [0.004, 0.040, 0.079], [-0.012, -0.004, 0.016], [0.089, -0.100, -0.056], [-0.022, 0.009, 0.070], [0.008, 0.043, -0.048], [-0.005, 0.053, -0.032], [0.012, 0.003, 0.000], [-0.003, -0.005, 0.015], [-0.008, 0.000, -0.008], [0.005, 0.005, 0.001], [0.004, 0.007, -0.002], [0.018, -0.006, 0.023], [0.003, 0.000, -0.002], [-0.018, -0.020, -0.004], [-0.001, 0.007, -0.011], [-0.006, -0.008, 0.003], [0.003, -0.002, 0.004], [0.006, 0.003, 0.003], [-0.038, -0.022, -0.060], [-0.079, 0.067, 0.098], [-0.166, -0.044, -0.011], [-0.045, 0.039, 0.021], [-0.030, 0.004, -0.015], [-0.256, 0.036, 0.027], [-0.047, -0.053, -0.033], [-0.013, 0.002, 0.037], [0.028, -0.018, -0.001], [0.043, -0.001, 0.015], [-0.021, 0.052, -0.032], [0.009, -0.041, -0.005], [-0.013, -0.022, -0.029], [0.084, 0.004, -0.030], [0.005, -0.005, 0.015], [-0.005, -0.013, -0.009], [0.002, 0.003, -0.007], [0.012, -0.004, -0.003], [0.018, 0.004, -0.023], [-0.028, 0.011, 0.031], [0.008, 0.002, 0.010], [-0.010, -0.002, -0.003], [0.007, 0.002, -0.001], [-0.005, 0.009, 0.002], [-0.001, -0.008, -0.005], [0.000, 0.001, -0.006], [-0.001, 0.009, 0.003], [0.008, -0.012, -0.004], [-0.007, -0.002, 0.001], [-0.005, -0.005, -0.002], [-0.031, 0.004, -0.004], [0.007, 0.013, -0.006], [0.021, -0.004, 0.013], [-0.006, 0.004, -0.011], [-0.019, 0.005, 0.005], [-0.011, 0.002, -0.017], [0.007, 0.006, -0.001], [0.006, 0.003, 0.007], [-0.058, 0.017, -0.013], [-0.033, -0.013, -0.007], [0.011, -0.006, 0.016], [0.017, -0.009, -0.018], [0.004, 0.006, 0.011], [-0.008, -0.004, 0.002], [0.001, 0.007, -0.020], [0.008, 0.013, 0.017], [0.003, -0.012, 0.003], [0.004, -0.015, 0.016], [0.024, -0.016, -0.004], [-0.032, -0.024, -0.043], [-0.032, 0.055, -0.093], [-0.005, 0.000, 0.004], [-0.004, -0.002, 0.012], [-0.011, -0.001, 0.003], [0.000, 0.000, 0.004], [-0.001, 0.000, 0.000], [0.000, 0.000, -0.001], [0.018, 0.010, 0.034], [-0.008, 0.005, 0.001], [-0.001, -0.002, 0.002], [0.000, -0.003, -0.003], [0.002, 0.001, 0.002], [-0.034, 0.012, -0.042], [-0.023, 0.016, -0.009], [-0.023, 0.001, -0.064], [0.111, -0.054, 0.147], [-0.012, 0.038, -0.084], [-0.021, 0.013, -0.045], [-0.023, 0.003, 0.012], [0.041, -0.018, 0.017], [-0.007, -0.005, -0.002], [0.012, -0.009, -0.003], [-0.012, -0.015, 0.033], [0.000, 0.006, 0.005], [-0.005, 0.006, -0.001], [0.002, 0.004, -0.002], [0.002, -0.003, -0.004]],
  "mulliken_charge": [0.899, -1.690, 0.486, 0.105, 0.298, -1.218, -0.117, 0.806, -1.539, -0.625, 0.343, 0.438, 0.354, 0.335, 0.294, 0.016, 0.409, 0.230, 0.399, 0.206, 0.336, 0.329, -0.909, -0.185, -0.877, -0.962, -1.195, 2.085, -0.425, -1.064, -0.830, -0.639, -0.432, -0.869, -1.114, 0.005, 0.316, 0.253, 0.098, 0.389, 0.316, 0.241, 0.334, 0.355, 0.307, 0.267, 0.306, 0.329, 0.300, 0.388, 0.075, 0.258, -0.258, 0.505, 0.305, -0.005, 0.330, 0.263, 0.337, 0.268, -0.727, 0.404, 0.453, -0.807, -0.092, -1.000, 0.138, -0.859, -0.454, -0.697, -0.725, -0.348, 0.714, 0.370, 0.307, 0.191, 0.367, 0.345, 0.257, -0.379, 0.595, 0.348, 0.346, 0.366, 0.085, -1.062, 0.594, -0.125, -0.228, -0.058, -0.987, 0.146, 0.334, 0.390, -0.387, 0.302, 0.269, 0.304, 0.347]
}